Entry 1:
Density functional theory data (the ωB97M-V functional and the def2-TZVPD basis) for 3 unconnected molecules or ions with the total composition C24H51N2O7S2 in a non-equilibrium geometry.

The expectation value of S² is 0.754. The spin multiplicity is 2. Its HOMO energy (alpha / beta) is -9.2 / -9.8 eV. As for the LUMO energy (alpha / beta): 0.4 / -0.5 eV.

The geometry in XYZ format:
```
86
Properties=species:S:1:pos:R:3:forces:R:3
C 0.6663 -1.5560 0.9953 -0.78 -0.21 -0.49
C 1.0112 -2.1938 -0.5028 0.81 0.11 0.56
C 1.2337 -1.0583 -1.6653 0.30 -0.10 -0.24
C -0.1521 -0.7066 -2.5262 1.29 1.41 0.45
C -0.7567 0.6696 -1.8357 0.14 -0.07 -0.79
C -2.3910 0.8165 -1.9531 0.55 1.05 -0.34
C -2.9949 1.3301 -0.5215 0.08 0.60 -0.39
C -4.5204 0.8424 -0.1821 0.36 -0.62 0.52
C -5.5332 1.7131 -1.1276 -1.11 0.35 -0.58
C -6.7606 2.4612 -0.3444 -0.04 2.03 1.88
N -6.6388 3.5894 0.4340 -1.59 -4.55 -3.07
C -4.8007 -0.7692 -0.4620 -1.31 0.93 0.56
C -3.9967 -1.7669 0.5583 0.22 -1.77 -3.33
C -2.8995 -2.5935 -0.3991 1.06 -0.20 0.21
C -5.0516 -2.9041 1.0876 -0.55 -0.75 -0.55
N -3.1729 -1.0948 1.6230 -2.44 -2.84 1.71
O -2.7672 -2.1004 2.4427 -0.04 2.74 -1.44
C -3.8820 0.0051 2.3612 0.42 2.87 2.17
C -2.6767 0.9380 3.0525 0.70 -1.22 0.51
C -4.8304 -0.4744 3.6125 -0.63 0.72 0.57
C -4.7672 1.0351 1.4466 -0.83 0.15 -0.93
H 0.5233 -2.4357 1.7830 0.49 1.97 -1.64
H -0.3718 -1.0048 0.9415 1.97 -0.97 0.17
H 1.4708 -0.7690 1.3477 -1.51 -1.76 -0.76
H 0.1687 -2.9426 -0.8236 1.66 1.36 0.65
H 2.0266 -2.7904 -0.3570 -2.16 1.09 -0.46
H 1.6714 -0.0991 -1.1166 -1.10 -1.87 -1.38
H 2.0746 -1.3737 -2.4511 -1.81 0.34 1.80
H 0.1806 -0.4002 -3.6181 -0.85 -0.96 2.10
H -0.9043 -1.6029 -2.5490 1.46 1.76 0.12
H -0.2722 1.6000 -2.4016 -0.90 -2.03 1.26
H -0.3355 0.7045 -0.7445 -1.21 -0.02 -1.89
H -2.8697 -0.1605 -2.3820 0.90 1.78 1.08
H -2.5821 1.6675 -2.7674 0.20 -1.93 1.69
H -2.2108 1.0655 0.3058 -1.75 0.25 -1.42
H -3.0296 2.5221 -0.5733 0.09 -2.52 0.28
H -6.0286 0.9606 -1.9080 0.94 1.66 1.70
H -4.9925 2.5357 -1.7952 -0.91 -1.75 1.69
H -7.8355 1.9547 -0.4348 2.35 0.96 0.04
H -7.6301 3.7720 0.7671 1.46 -0.12 -0.34
H -5.9614 -0.9207 -0.2226 2.39 0.48 -0.50
H -4.6980 -1.0604 -1.6115 0.08 0.57 2.61
H -1.7989 -2.5300 0.0586 -2.58 -0.10 -0.83
H -2.8163 -2.1511 -1.4808 -0.36 -0.84 2.12
H -3.1541 -3.7383 -0.4731 0.35 2.31 0.10
H -5.8441 -3.0694 0.2117 1.73 0.41 1.83
H -5.6667 -2.6157 2.0389 1.36 -0.46 -1.76
H -4.5362 -3.9718 1.2259 -0.99 2.60 0.01
H -2.4363 0.5293 4.1480 -0.57 0.89 -2.38
H -2.9671 2.0687 3.1347 0.59 -2.27 -0.31
H -1.6819 0.7454 2.4293 -2.12 0.77 1.28
H -4.3185 -1.2350 4.3533 -0.98 1.39 -1.86
H -5.0344 0.5060 4.2633 0.47 -2.01 -1.50
H -5.9176 -0.8314 3.2720 2.53 0.55 0.66
H -5.9058 0.8517 1.7581 2.37 0.36 -1.04
H -4.5706 2.1808 1.6621 -0.20 -2.50 -0.12
O 2.8950 1.7941 -0.3978 0.66 0.75 -0.27
S 3.3934 3.1445 -0.5442 0.35 0.49 0.32
O 4.2491 3.5311 -1.6477 -0.73 -0.73 0.83
O 4.0958 3.6030 0.8528 -1.19 0.16 -1.00
C 5.1576 2.8114 1.3709 1.08 -0.69 0.31
C 6.4337 2.9957 0.5716 0.15 -0.01 -0.35
C 2.0203 4.2671 -0.4968 0.01 0.06 0.19
H 4.8649 1.7562 1.4143 -0.08 0.15 -0.11
H 5.3326 3.1397 2.4026 -0.39 0.12 -0.25
H 6.3202 2.6191 -0.4488 0.05 -0.01 0.18
H 7.2655 2.4567 1.0349 -0.17 0.05 0.02
H 6.6929 4.0568 0.4976 -0.04 -0.13 0.10
H 1.3792 4.0126 0.3488 0.14 0.00 -0.10
H 1.4685 4.1574 -1.4332 0.19 -0.11 0.09
H 2.3993 5.2869 -0.4086 0.01 -0.18 -0.01
O 7.8976 -1.6972 -2.6593 -0.51 0.26 1.00
S 6.8265 -1.3635 -1.7456 -0.37 -0.11 0.06
O 7.0225 -0.4577 -0.6317 0.21 -0.75 -0.91
O 6.1551 -2.7413 -1.1922 -0.11 1.08 -0.72
C 6.9905 -3.6897 -0.5403 0.70 -0.65 0.63
C 7.3850 -3.2254 0.8490 0.17 0.28 0.20
C 5.4364 -0.7846 -2.6838 -0.12 -0.17 0.04
H 7.8734 -3.9090 -1.1514 -0.13 0.16 -0.03
H 6.4181 -4.6213 -0.4558 -0.12 0.35 -0.27
H 8.0138 -2.3319 0.8047 -0.07 -0.14 -0.01
H 7.9474 -4.0027 1.3750 -0.13 0.00 -0.12
H 6.4978 -2.9675 1.4362 0.10 -0.12 -0.09
H 5.2516 -1.4723 -3.5106 0.08 0.05 0.16
H 5.6846 0.2073 -3.0684 0.11 -0.14 0.15
H 4.5677 -0.7193 -2.0263 0.13 0.00 -0.03
```
Forces are in eV/Å.

=====

Entry 2:
Density functional theory data (the ωB97M-V functional and the def2-TZVPD basis) for 6 unconnected molecules or ions with the total composition C24H52BIO16P in a non-equilibrium geometry.

As for the charge: -1. Its HOMO energy is -3.4 eV. As for the LUMO energy: 2.1 eV.

The geometry in XYZ format:
```
95
Properties=species:S:1:pos:R:3:forces:R:3
C -3.3744 -1.5650 0.0242 -0.77 -0.50 -1.09
C -2.2262 -1.7890 -1.1710 0.11 0.49 3.22
I -3.3526 -2.2608 -2.9960 0.34 0.22 0.52
C -1.2497 -2.9907 -0.6334 0.06 0.86 0.82
B -0.3953 -3.7733 -1.7997 -0.43 0.59 1.30
P 1.0468 -2.7151 -2.5481 0.73 -0.24 -1.04
C 0.4382 -1.5760 -3.9554 0.35 0.98 -1.50
O 1.6440 -1.6061 -1.3027 -0.68 2.01 -1.78
H -2.9471 -1.0042 0.9591 -0.66 -1.19 -1.78
H -4.3345 -0.9990 -0.4003 2.14 -0.97 1.00
H -3.7456 -2.6698 0.2825 0.84 2.54 -0.28
H -1.6538 -0.7602 -1.3507 -1.22 -2.48 0.08
H -1.8000 -3.7864 0.0639 0.62 1.90 -1.53
H -0.4482 -2.4708 0.0815 -1.77 -0.78 -1.32
H -1.0742 -4.2882 -2.6390 -0.11 0.17 -0.62
H 0.1506 -4.6902 -1.2528 0.53 -0.31 0.25
H 1.1735 -1.7635 -4.8763 -1.54 0.48 1.93
H 0.5803 -0.4198 -3.6947 -0.65 -2.27 -0.55
H -0.6386 -1.8237 -4.3618 2.00 0.73 1.05
H 1.8675 -0.7408 -1.7984 -0.49 -2.09 1.18
C 0.3043 1.9668 4.8311 0.05 -0.28 -0.11
C -0.3490 2.9724 3.8986 -0.10 -0.13 0.61
O 0.2873 2.9595 2.6152 -0.35 -0.37 -0.73
C -0.0876 1.9553 1.7837 0.14 -0.68 -0.12
O -0.9100 1.0873 2.0307 0.99 1.29 -0.26
O 0.6278 2.0682 0.6371 -0.72 0.45 1.32
C 0.3834 1.0224 -0.3008 -0.05 -0.67 -0.37
H 1.3854 2.1315 4.8785 -0.16 0.12 0.06
H -0.1125 2.0451 5.8387 0.05 0.01 -0.09
H 0.1544 0.9430 4.4746 -0.09 0.17 0.05
H -0.2226 3.9812 4.3062 0.12 -0.08 -0.37
H -1.4267 2.7958 3.8043 0.24 -0.13 -0.15
H -0.6864 0.9134 -0.5056 0.19 0.01 0.17
H 0.8035 0.0833 0.0719 -0.29 0.11 -0.11
H 0.8873 1.2807 -1.2362 -0.01 0.23 0.31
C -3.8759 2.9208 1.8065 -0.34 -0.06 -0.12
C -2.9511 3.5678 0.7899 0.14 0.04 0.76
O -3.3761 3.2661 -0.5444 -0.76 0.71 -0.79
C -4.4058 4.0129 -1.0160 -0.07 0.03 0.54
O -4.9804 4.9061 -0.4136 0.75 -1.09 -0.88
O -4.7031 3.5793 -2.2662 0.26 0.41 0.99
C -5.8252 4.2350 -2.8527 -0.35 0.18 -0.27
H -3.9722 1.8480 1.6114 0.23 0.11 0.07
H -3.4976 3.0656 2.8219 0.00 -0.03 -0.13
H -4.8830 3.3454 1.7500 0.18 0.09 0.02
H -1.9422 3.1565 0.9031 -0.35 0.04 -0.41
H -2.8764 4.6507 0.9428 -0.19 -0.16 -0.19
H -5.7106 5.3232 -2.8231 -0.05 -0.22 0.16
H -6.7432 3.9287 -2.3419 0.13 0.19 -0.01
H -5.8907 3.9251 -3.8992 0.25 -0.14 0.25
C -2.8365 2.5335 -4.5767 0.30 0.01 -0.01
C -3.2962 1.4495 -5.5365 -0.02 -0.09 0.88
O -2.9974 1.8125 -6.8897 0.99 -0.22 -0.88
C -1.7154 1.6080 -7.2835 0.24 -0.18 0.88
O -0.8189 1.1426 -6.5977 -1.28 0.70 -1.16
O -1.5955 2.0327 -8.5659 -0.21 -0.30 0.68
C -0.2693 1.9431 -9.0817 0.41 -0.05 -0.20
H -3.2469 3.5054 -4.8684 -0.12 -0.12 0.06
H -3.1521 2.3057 -3.5550 0.04 0.01 -0.22
H -1.7467 2.6330 -4.5868 -0.12 -0.15 0.00
H -4.3841 1.3419 -5.4688 0.19 0.05 -0.34
H -2.8599 0.4757 -5.2858 0.06 0.23 -0.14
H 0.1405 0.9362 -8.9536 -0.05 0.24 0.15
H 0.3699 2.6857 -8.5944 -0.01 -0.24 0.02
H -0.3055 2.1653 -10.1517 -0.29 0.02 0.23
C 4.2383 -3.6392 -0.2762 0.26 -0.13 0.06
C 4.2712 -2.9357 -1.6221 -0.85 -0.45 0.17
O 5.5277 -2.2760 -1.8173 1.85 -0.52 -0.69
C 6.5528 -3.0705 -2.2152 -1.06 -0.33 0.40
O 6.4913 -4.2718 -2.4242 0.38 1.58 0.15
O 7.6659 -2.3025 -2.3181 -0.43 -0.35 -0.09
C 8.8418 -3.0335 -2.6586 0.29 -0.12 -0.11
H 4.4952 -2.9430 0.5286 -0.17 0.04 -0.08
H 3.2474 -4.0581 -0.0820 0.06 0.13 -0.10
H 4.9699 -4.4523 -0.2381 -0.11 0.01 -0.09
H 3.4978 -2.1604 -1.6457 0.67 -0.26 0.00
H 4.0590 -3.6276 -2.4454 0.23 0.18 0.21
H 8.6881 -3.6382 -3.5580 -0.06 -0.01 0.27
H 9.1448 -3.6631 -1.8164 -0.09 -0.06 -0.21
H 9.6414 -2.3155 -2.8603 -0.32 0.09 0.12
C 3.7673 -1.5683 9.0923 -0.10 -0.26 -0.19
C 2.7516 -0.5267 9.5293 0.52 -0.21 0.36
O 1.7890 -0.2938 8.4943 -0.97 -0.43 -0.07
C 0.7954 -1.2126 8.3985 0.08 -0.45 0.10
O 0.6531 -2.1937 9.1112 0.16 1.39 -0.91
O -0.0009 -0.8653 7.3571 0.74 -0.05 0.96
C -1.0496 -1.7958 7.0974 -0.50 -0.35 -0.20
H 4.2162 -1.2898 8.1335 0.00 0.09 0.19
H 4.5590 -1.6746 9.8388 -0.08 0.05 -0.06
H 3.2945 -2.5449 8.9497 0.02 0.15 0.14
H 3.2622 0.4256 9.7089 -0.31 -0.03 -0.26
H 2.2594 -0.8102 10.4667 -0.07 -0.06 -0.30
H -1.6358 -1.9969 7.9997 0.25 -0.04 -0.11
H -0.6321 -2.7228 6.6927 -0.10 0.09 0.20
H -1.7138 -1.3580 6.3472 0.35 0.13 0.12
```
Forces are in eV/Å.